1.
C18H31EuN2Se as an isolated structure in a non-equilibrium geometry. Source: OMol25; level of theory: the ωB97M-V functional and the def2-TZVPD basis.

Total charge: +2
Frontier orbital gap (alpha / beta): 8.10 / 4.45 eV
Spin multiplicity: 7
<S²>: 12.023

Atoms and positions in Å:
C (1.77893, 2.37309, -1.19474)
H (2.61335, 3.06536, -1.33657)
H (1.94620, 1.56075, -1.93684)
H (1.91288, 2.01569, -0.12230)
C (0.47368, 3.12920, -1.41551)
H (-0.30098, 2.45345, -1.82918)
H (0.07983, 3.51911, -0.46136)
C (0.66935, 4.31265, -2.39354)
H (-0.23974, 4.91489, -2.48504)
H (1.47025, 4.97753, -2.04455)
H (0.95110, 3.95332, -3.39292)
C (-0.81417, -1.91880, -0.48872)
C (-1.45453, -1.07712, -1.44808)
C (-0.49783, -0.74746, -2.45583)
C (0.73860, -1.37274, -2.11158)
C (0.54507, -2.08729, -0.88893)
C (1.52731, -2.96347, -0.20127)
C (1.98021, -1.33725, -2.92385)
C (-0.76629, 0.00256, -3.70748)
C (-2.90591, -0.77457, -1.46900)
C (-1.46678, -2.58484, 0.66530)
Eu (0.37776, 0.53696, -0.20847)
H (2.85028, -1.67135, -2.34414)
H (1.88653, -1.99590, -3.80080)
H (2.20343, -0.32824, -3.30229)
H (2.56212, -2.68601, -0.44871)
H (1.42234, -2.91330, 0.89359)
H (1.38479, -4.01857, -0.49366)
H (-2.33770, -2.01881, 1.03018)
H (-1.82654, -3.58482, 0.37046)
H (-0.77202, -2.72741, 1.50924)
H (-3.13374, 0.06501, -2.13846)
H (-3.48430, -1.64367, -1.82586)
H (-3.28524, -0.51822, -0.46857)
H (0.02382, 0.73406, -3.93245)
H (-0.82199, -0.68276, -4.56688)
H (-1.71716, 0.54553, -3.65431)
C (1.91670, 1.27013, 3.01514)
N (0.81309, 0.39906, 3.37258)
C (0.88823, -0.54335, 4.38515)
C (-0.35901, -1.05014, 4.55816)
N (-1.18363, -0.40037, 3.65892)
C (-2.62145, -0.58387, 3.59928)
C (-0.48438, 0.51265, 2.91452)
Se (-1.26353, 1.80586, 1.82483)
H (1.56410, 2.06103, 2.34166)
H (2.72537, 0.69689, 2.53501)
H (2.33511, 1.74047, 3.91711)
H (1.80808, -0.75134, 4.89851)
H (-0.74604, -1.78358, 5.24644)
H (-2.85824, -1.62678, 3.33933)
H (-3.07434, -0.34656, 4.57254)
H (-3.03299, 0.09330, 2.84398)

2.
An isolated ion of composition C11H17NOP and charge +1. Source: OMol25; level of theory: the ωB97M-V functional and the def2-TZVPD basis.

Relative energy (zero: lowest compared OMol25 entry of this formula, charge and spin): 0.000 eV
Total charge: +1
Frontier orbital gap: 9.36 eV

Atoms and positions in Å:
C (2.85864, -2.26640, 0.57394)
C (2.50154, -0.90970, 0.03648)
C (3.17555, -0.35766, -1.04836)
C (2.82924, 0.89603, -1.54213)
C (1.79420, 1.61504, -0.96152)
C (1.10468, 1.07989, 0.12587)
C (0.01094, 1.94302, 0.73671)
P (-1.39206, 1.06926, 1.44811)
C (-2.79321, 1.04734, 0.32553)
C (-2.44558, 0.29498, -0.97020)
C (-2.46624, -1.23014, -0.92269)
N (-2.73628, -1.82388, 0.31219)
O (-2.15958, -1.86422, -1.89603)
C (1.46409, -0.17219, 0.61693)
H (3.03198, -2.23741, 1.64980)
H (2.05603, -2.98102, 0.38662)
H (3.76280, -2.64491, 0.10055)
H (3.97985, -0.91158, -1.51473)
H (3.36139, 1.31417, -2.38504)
H (1.52334, 2.58815, -1.35265)
H (-0.40657, 2.59137, -0.03681)
H (0.41240, 2.59402, 1.51798)
H (-1.08191, -0.23893, 1.79895)
H (-1.77766, 1.70196, 2.62858)
H (-3.05915, 2.08647, 0.12695)
H (-3.62571, 0.60009, 0.86773)
H (-1.43581, 0.54621, -1.30547)
H (-3.10963, 0.60865, -1.77504)
H (-2.77296, -2.83203, 0.19760)
H (-3.57568, -1.50362, 0.77855)
H (0.97139, -0.60294, 1.48158)

3.
A 2-piece molecular cluster, C21H24FNO3 overall in a non-equilibrium geometry. Source: OMol25; level of theory: the ωB97M-V functional and the def2-TZVPD basis.

Frontier orbital gap: 7.23 eV
Structure (SMILES): C[C@H](F)Cc1cccc2c1C(=O)c1ccccc1C2=O.COC[C@@H](C)N

Atoms and positions in Å:
C (-1.63252, -2.08811, -1.21227)
C (-0.07733, -1.57103, -1.28559)
F (0.21527, -1.35516, -2.75216)
C (1.02997, -2.72004, -0.80088)
C (2.40364, -2.37896, -1.69145)
C (2.88859, -3.29704, -2.96254)
C (4.25126, -2.81335, -3.76662)
C (5.12569, -1.44978, -3.35970)
C (4.63241, -0.55268, -2.07561)
C (3.26455, -1.05060, -1.25204)
C (2.84091, -0.11028, 0.03674)
O (2.39941, -0.55131, 1.21728)
C (3.03351, 1.51770, -0.14666)
C (1.88072, 2.48917, 0.49796)
C (2.08840, 4.12099, 0.31575)
C (3.42630, 4.66138, -0.51618)
C (4.55478, 3.63087, -1.19083)
C (4.35535, 2.01648, -0.98662)
C (5.39170, 0.84588, -1.56043)
O (6.72931, 0.96663, -1.58395)
H (-2.19285, -1.46532, -0.37037)
H (-2.14997, -1.76278, -2.23654)
H (-1.69723, -3.25051, -1.02341)
H (0.11569, -0.52257, -0.77883)
H (0.63923, -3.81433, -1.06517)
H (1.22175, -2.71444, 0.35382)
H (2.24970, -4.24579, -3.22870)
H (4.56871, -3.47364, -4.68903)
H (6.08470, -1.15929, -3.97424)
H (0.98205, 1.97527, 1.04710)
H (1.28367, 4.81842, 0.80580)
H (3.53027, 5.84751, -0.59794)
H (5.48155, 4.06972, -1.80113)
C (-4.95509, -0.40618, 0.63431)
O (-3.71307, -0.09967, 1.25201)
C (-3.74784, 1.04527, 2.10971)
C (-4.37335, 0.78759, 3.50109)
C (-5.89615, 0.66553, 3.48120)
N (-3.80706, -0.41465, 4.12947)
H (-5.51824, 0.49343, 0.37355)
H (-5.54259, -1.05718, 1.28358)
H (-4.74895, -0.96331, -0.28137)
H (-2.69981, 1.33196, 2.25750)
H (-4.22754, 1.89075, 1.60165)
H (-4.12875, 1.65111, 4.13029)
H (-6.24090, -0.31027, 3.12940)
H (-6.29676, 0.79217, 4.49373)
H (-6.34541, 1.43818, 2.84792)
H (-2.80105, -0.28151, 4.24040)
H (-3.87661, -1.17625, 3.45004)

4.
C7H5INO5S as an isolated structure in a non-equilibrium geometry. Source: OMol25; level of theory: the ωB97M-V functional and the def2-TZVPD basis.

Relative energy (zero: lowest compared OMol25 entry of this formula, charge and spin): 1.445 eV
Total charge: -1
Frontier orbital gap: 7.94 eV

Atoms and positions in Å:
C (1.30907, 0.24320, -0.06334)
C (0.60980, -0.11256, -1.20060)
C (0.61717, 0.28921, 1.11484)
C (-0.76372, -0.32581, -1.24049)
C (-0.72975, 0.15355, 1.12801)
C (-1.42881, -0.07774, -0.05499)
C (-5.35450, -0.68978, 0.70542)
N (-5.15928, -1.84605, 0.07964)
O (-3.93004, 1.29142, 1.50692)
O (-5.83232, -2.11461, -0.94574)
O (-4.41404, -2.72179, 0.57836)
O (-2.82255, -0.30877, -0.01975)
O (-3.24968, -0.74696, 2.43298)
S (-3.79083, -0.08642, 1.28618)
I (-6.18692, 0.81822, -0.59027)
H (2.41326, 0.49869, 0.06717)
H (1.22350, -0.33714, -2.17625)
H (1.24063, 0.44225, 1.96804)
H (-1.34052, -0.70491, -2.17723)
H (-1.22687, 0.19854, 2.01062)

no.,E (eV)
1,-106807.39367
2,-24503.00051
3,-32496.57196
4,-38000.32426